(1)
Here is a molecular structure, C18H62O22 from the Open Molecules 2025 dataset. Energies are from wB97M-V/def2-TZVPD.

XYZ file:
```
102
Properties=species:S:1:pos:R:3:mulliken_charge:R:1
C -1.09971 -3.98463 3.45550 -0.718
H -0.69811 2.17869 -0.24626 -0.495
C 4.25915 -0.95587 0.96018 -1.009
C 1.15841 -2.27832 -1.85213 0.491
H 3.52556 0.26579 -0.75640 0.418
H 1.11346 2.93446 -0.71796 0.124
C -0.58024 2.68163 4.34810 -0.638
H 0.09865 -3.25341 1.03454 0.235
C -2.93360 3.26441 -3.16340 -0.006
H -4.02887 1.62051 0.39921 0.254
O 0.03664 -1.68253 0.54779 -0.798
H -2.14642 -2.11619 -0.12089 0.236
H 3.56870 -2.41462 -0.15448 0.603
O 0.19857 -3.40417 3.80134 -0.647
H -1.15108 1.49888 -2.43777 -0.453
H 4.19877 -0.76577 2.03177 0.585
H -1.90938 2.65898 -1.37836 -0.178
H 0.84983 3.51559 2.71987 0.343
O -0.17506 0.46540 -5.47472 -0.591
H 0.44426 -2.65088 3.25932 0.645
O 0.68324 3.71532 -1.06636 -0.924
H -1.90225 -3.29354 3.71322 0.287
O -2.30245 3.62174 1.23805 -0.884
H 2.89624 -2.23789 -3.24434 0.404
H 0.80390 -2.01709 -0.85504 0.463
O 3.40957 -1.90272 -1.27575 -0.710
C 3.67738 0.34002 0.32042 -0.851
H 4.33488 1.19975 0.44940 0.651
H -0.98759 4.87782 -2.69100 0.362
C -2.01137 3.56798 -1.97117 0.385
O -3.47499 -3.73524 -1.56250 -0.579
C 2.24024 -1.91539 4.26526 -1.607
O 0.40963 2.62533 -3.08998 -0.831
O -0.79616 3.99482 -2.36656 -0.382
H -1.39591 3.51871 0.94856 0.171
H -2.50383 4.36551 -1.41482 0.694
H 5.32337 -1.03311 0.73754 0.316
H -2.75494 1.03563 -0.17250 0.026
H -2.32913 2.00541 4.41037 0.353
H 2.06412 -3.93173 -1.58035 0.447
H -0.17456 3.38197 -3.00165 0.650
H 0.10032 3.14515 5.06231 0.387
H -0.63300 -2.29464 0.86161 0.243
H 1.65315 -0.25031 3.08804 -0.102
H -0.17493 0.18098 1.58039 0.428
H 0.18035 0.53417 -3.09235 0.038
H -1.93741 1.17815 -4.62698 0.522
H -0.02712 -0.31820 -1.51145 -1.881
C -0.47495 -0.38076 0.69578 -0.017
O 1.24580 -1.44838 5.13807 -0.569
H 0.09141 3.38243 -1.74101 0.410
O 3.37242 -2.01030 0.69382 -0.618
H -2.26136 -4.64356 1.64285 0.398
H 2.75280 2.59222 0.14934 0.194
O 2.31185 0.53271 0.72279 -0.641
H -0.71018 -5.31555 1.73607 0.350
C -2.07751 -3.54455 -1.69538 -0.947
O -2.17443 -1.02529 -1.88783 -0.452
C -0.05870 0.34365 -0.64596 1.107
H -0.56618 0.41424 -6.34995 0.380
H 0.87305 -2.29148 5.40608 0.327
H -1.62202 -4.37506 -1.15605 0.289
H -1.06396 1.70879 2.40693 0.023
H -0.82031 3.96180 2.53562 0.434
H 2.33106 -2.99551 4.15032 0.492
H -0.62095 -1.91506 -0.98018 -0.446
O -0.83910 -3.19200 1.23067 -0.193
H -1.31929 -4.90094 4.00345 0.445
H 4.23721 -1.44464 -1.43935 0.413
H 2.99903 -1.30216 2.40101 -0.543
O 1.82766 2.36769 0.24896 -0.330
O -1.93649 2.86522 4.57821 -0.555
O -0.89017 1.48812 -0.88486 0.502
O -3.09897 4.34137 -3.98835 -0.642
C -1.67973 -2.14167 -1.10561 -0.169
C -0.16754 3.17049 2.90416 -0.600
H -3.68722 -3.75827 -0.62653 0.336
H 2.44289 -0.68956 -2.61662 0.273
C 2.02365 -1.25516 2.88528 1.999
H 3.24541 -1.76313 4.65836 0.466
O 1.20290 -3.67026 -1.91433 -0.675
O 1.13050 -1.87698 2.04074 -0.647
H -2.08886 -1.27031 -2.81209 0.410
O -0.28500 2.12535 2.03105 -0.166
O -3.09950 1.81059 0.27127 -0.421
H -2.62956 2.48841 -3.86586 -0.356
H 1.97834 -0.36597 0.77534 -0.992
C -0.40938 1.43979 -3.23433 2.205
H -0.09305 1.71136 4.44467 0.187
H -1.71959 -3.33445 -2.70328 0.487
H -0.62284 2.25095 -5.37738 0.262
H 0.96969 0.66208 -0.47530 1.446
H 0.38101 -1.92844 -2.53134 0.179
C -1.24950 -4.39613 1.96385 -0.551
H -1.55923 -0.38025 0.80732 0.446
H 1.00592 -1.38553 1.22555 -0.224
C 2.52188 -1.74305 -2.34819 -0.728
H -2.77504 2.91112 0.80458 0.603
H 1.83173 1.54473 0.73780 0.695
H -2.44217 4.29462 -4.68694 0.361
C -0.87861 1.41956 -4.72050 -1.575
H -3.95510 2.98052 -2.91032 0.459
```

The relative energy (zero: lowest compared OMol25 entry of this formula, charge and spin) is 604.3 kcal per mole.

(2)
Here is a molecular structure, C18H8BClF4N4O11Sn from the Open Molecules 2025 dataset. Energies are from wB97M-V/def2-TZVPD.

XYZ file:
```
48
Properties=species:S:1:pos:R:3:mulliken_charge:R:1
H 4.58762 1.52691 3.03865 0.541
C -3.56144 2.25075 -2.97782 -0.195
N -3.04262 1.25556 -0.84094 0.589
O -5.53408 0.34015 2.51020 -0.480
O 0.58370 1.56746 0.98448 -0.580
O -0.14759 5.00765 2.85028 -0.661
O 3.71956 -0.69163 2.34356 -0.676
C -2.05289 -1.64217 1.03691 0.641
O -5.82093 -1.52223 1.33730 -0.546
C 2.73251 1.42498 2.02844 0.173
Sn 0.52321 -0.21707 -0.60725 1.494
N 0.11449 4.11324 2.05084 0.862
C -3.21813 3.10200 -4.01187 -0.703
H -1.80760 4.52234 -4.74700 0.359
C 3.49354 3.36780 3.26713 -0.449
C -1.25211 3.78561 -2.81113 -0.690
C 1.33194 3.41309 2.22788 -0.315
H -3.84604 3.15668 -4.89063 0.364
C -4.11667 -0.00375 0.63535 -0.356
C -2.80383 -0.47470 0.39800 0.043
H -0.94517 2.83352 -0.90001 0.585
O 4.27421 5.15283 4.42831 -0.676
F 1.12826 0.50494 -5.06400 -0.338
F -0.26709 0.61847 -3.27183 -0.343
O 5.51217 3.39744 4.30120 -0.668
H -4.93713 1.10213 2.54459 0.402
C 3.67682 2.05356 2.78948 -0.297
Cl -5.47096 2.25284 -0.33934 -0.207
C 1.50031 2.08524 1.67102 0.627
C -5.20475 -0.51145 1.50715 0.391
H 2.12374 5.01878 3.38107 0.572
O 2.52804 -0.40808 0.49189 -0.667
O -0.86827 -1.78668 0.61945 -0.657
N 4.48283 4.00677 4.03938 1.028
F 1.01288 2.41062 -3.87726 -0.366
O -0.63533 3.81801 1.13661 -0.579
C -4.20728 1.11673 -0.17500 0.568
F 1.95052 0.55878 -2.94706 -0.419
C -2.72880 2.16880 -1.86928 -0.007
H -4.45266 1.63983 -3.04160 0.455
H -0.34466 4.36340 -2.75965 0.326
C 3.01722 -0.02002 1.60388 0.136
N -2.19557 0.30493 -0.47413 -0.478
B 0.96283 1.04287 -3.81546 0.505
O -2.64163 -2.30645 1.87392 -0.697
C 2.30577 4.02648 2.99321 -0.143
C -1.57230 2.92720 -1.77541 0.036
C -2.07033 3.87163 -3.92551 -0.505
```

The relative energy (zero: lowest compared OMol25 entry of this formula, charge and spin) is 23.5 kcal per mole. The charge is -2.

(3)
Here is a molecular structure, C18H8F17INO4 from the Open Molecules 2025 dataset. Energies are from wB97M-V/def2-TZVPD.

XYZ file:
```
49
Properties=species:S:1:pos:R:3:mulliken_charge:R:1
F 6.41152 2.64771 1.84312 -0.242
F -0.21827 4.16146 -2.36905 -0.309
C 0.29282 3.25293 -1.51295 0.548
F -0.06749 2.03885 -1.94740 -0.246
F -1.75301 3.34807 -0.36007 -0.291
N -0.54259 1.59018 1.46637 0.328
I -2.17025 -2.35339 0.72924 0.350
C -0.91112 -0.73699 1.39758 -0.695
C -0.09169 2.95189 1.22004 0.501
F 2.07663 1.30226 -0.42190 -0.209
H -0.72294 -0.71032 3.63274 0.397
H -5.04381 -6.69163 1.50260 0.354
C -4.74632 -6.43201 0.49127 -0.901
C -3.74356 -4.72468 -1.08258 0.829
F 1.22833 3.05111 1.44367 -0.222
O -3.89701 -4.39705 1.27928 -0.855
C 2.64356 2.04505 -1.40801 0.680
C -4.99074 -7.35107 -0.55741 0.362
C 1.86027 3.39393 -1.61365 0.584
C 4.18564 2.19733 -1.13613 0.408
F 4.76569 1.06016 -1.58470 -0.299
H -0.33495 0.36394 -0.33284 0.311
C -0.43997 3.60213 -0.16204 0.656
H 0.13203 -1.07858 1.37159 0.348
C -4.52129 -6.91316 -1.97781 0.431
H -3.68437 -5.31850 -3.13758 0.364
F 6.87011 1.54629 0.02670 -0.222
H -0.35996 1.80202 3.54310 0.493
F 4.02760 3.40970 0.90656 -0.284
O -4.63589 -7.68783 -2.92428 -0.704
C -0.98788 0.50147 0.51549 -0.560
C 4.64246 2.34725 0.34317 0.740
O -5.53372 -8.45209 -0.42692 -0.725
O -3.23900 -3.56471 -1.17682 -0.904
C -1.16641 -0.16633 2.80100 -0.833
F 4.29936 1.22884 1.01708 -0.288
F 4.64798 3.23734 -1.86311 -0.286
F -0.27304 4.92358 0.01222 -0.294
C -0.63258 1.19000 2.68731 -0.052
H -2.01205 0.73043 0.22320 0.357
C 6.17195 2.56160 0.52928 0.526
F 2.53288 1.35783 -2.56412 -0.309
F 6.56781 3.69297 -0.05525 -0.235
F 2.29395 4.35879 -0.77410 -0.250
C -3.95907 -5.60324 -2.12581 -0.901
H -2.25772 -0.06753 2.93437 0.323
F 2.12398 3.79552 -2.87720 -0.315
F -0.69709 3.74723 2.14309 -0.326
C -4.14075 -5.18876 0.33164 0.867
```

The charge is -1.

HOMO-LUMO gap (eV)
7.68 7.74 2.14
Strongest force on any atom (eV Å⁻¹)
14.8 1.6 1.1